1.
Density functional theory data (the ωB97M-V functional and the def2-TZVPD basis) for a structure of composition C5H3N in a non-equilibrium geometry.

Structure (ORCA input):
```
! wB97M-V def2-TZVPD RIJCOSX def2/J DEFGRID3
* xyz 0 1
C -0.81284 -1.14072 -0.46120
C 0.32086 -1.32069 0.02289
C 0.33496 0.69166 -0.04164
C -1.13930 0.26126 -0.37743
C 1.15540 -0.31655 0.66018
N 1.49533 0.86244 -0.48454
H -1.41085 0.77146 -1.33081
H -1.81567 0.47581 0.55726
H 1.87209 -0.28467 1.45529
*
```

**LUMO energy (alpha / beta)**: -0.712 / -0.712 eV
**Frontier orbital gap (alpha / beta)**: 8.3403 / 8.3396 eV

2.
Density functional theory data (the ωB97M-V functional and the def2-TZVPD basis) for the molecule C4H5NO in a non-equilibrium geometry.

Structure (ORCA input):
```
! wB97M-V def2-TZVPD RIJCOSX def2/J DEFGRID3
* xyz 0 1
O 0.29511 -1.77409 1.35895
C 0.38518 -1.09522 0.41257
C 0.52127 -0.70365 -0.95487
C -0.75386 0.03301 -0.59647
C -0.52928 1.04019 0.36340
N 0.65812 1.04421 0.91294
H 0.33513 -1.57573 -1.58374
H 1.41040 -0.12696 -1.22665
H -1.69067 -0.16561 -1.10028
H -1.34740 1.70046 0.66969
H 0.71598 1.62341 1.74445
*
```

**SMILES**: [H]/N=C/[C@H]1CC1=O
**LUMO energy**: 0.826 eV
**Frontier orbital gap**: 8.6679 eV

3.
Density functional theory data (the ωB97M-V functional and the def2-TZVPD basis) for the molecule C6H11P in a non-equilibrium geometry.

Structure (ORCA input):
```
! wB97M-V def2-TZVPD RIJCOSX def2/J DEFGRID3
* xyz 0 1
C 0.27131 2.59218 0.61668
C -0.78341 1.74646 0.68598
C -0.75463 0.30179 0.27014
C 0.58371 -0.78632 -1.46201
C 0.60050 -1.68042 0.81905
C 0.52356 -0.37038 -0.03726
P -2.42785 -0.12568 0.04223
H 0.09758 3.69039 0.79575
H 1.27031 2.34687 0.24030
H -1.76467 2.12180 0.79185
H -0.29875 -1.46914 -1.71048
H 1.38541 -1.44715 -1.57419
H 0.66080 0.02375 -2.06014
H 1.52182 -2.11492 1.19832
H 0.00697 -1.37915 1.63378
H 0.01401 -2.36225 0.29532
H 1.27056 0.38115 0.04817
H -2.17723 -1.46898 -0.59349
*
```

**SMILES**: [H]/P=C(/C=C)C(C)C
**LUMO energy**: -0.208 eV
**Frontier orbital gap**: 8.1719 eV

4.
Density functional theory data (the ωB97M-V functional and the def2-TZVPD basis) for a structure of composition C3H2EuO2 in a non-equilibrium geometry.

Structure (ORCA input):
```
! wB97M-V def2-TZVPD RIJCOSX def2/J DEFGRID3
* xyz 2 8
O 0.01209 -1.18577 -0.07968
C -1.22915 -1.58492 0.26558
C -2.11231 -0.57312 0.21159
O -1.50070 0.59728 -0.22256
C -0.22987 0.38320 -0.59608
Eu 1.90737 1.03096 0.61604
H -1.47645 -2.63810 0.13582
H -3.19436 -0.59192 0.15080
*
```

**LUMO energy (alpha / beta)**: -9.855 / -9.636 eV
**Frontier orbital gap (alpha / beta)**: 8.3377 / 8.5663 eV
**⟨S²⟩**: 15.76

5.
Density functional theory data (the ωB97M-V functional and the def2-TZVPD basis) for a cluster of 2 separate species, C6H12O in total.

Structure (ORCA input):
```
! wB97M-V def2-TZVPD RIJCOSX def2/J DEFGRID3
* xyz 0 1
C -0.35455 -2.38338 -0.48337
C -0.11343 -0.99318 0.07819
O -0.30125 -1.06179 1.47488
C 1.28710 -0.48592 -0.25098
C 1.56539 0.46653 -1.34994
C 1.61279 0.93673 0.06998
C -1.37397 2.41411 0.92769
H -0.24600 -2.38497 -1.57248
H -1.36258 -2.72060 -0.22510
H 0.36396 -3.08943 -0.05367
H -0.83645 -0.29416 -0.37578
H -0.02587 -0.21023 1.84255
H 2.08151 -1.17930 0.03531
H 0.73049 0.88493 -1.91658
H 2.49528 0.43034 -1.91451
H -0.28929 2.27130 0.86013
H -1.89649 1.72941 0.25541
H -1.62294 3.43977 0.64945
H -1.71370 2.22983 1.94882
*
```

**LUMO energy**: -0.615 eV
**Frontier orbital gap**: 8.6721 eV

6.
Density functional theory data (the ωB97M-V functional and the def2-TZVPD basis) for a structure of composition C2H4BrI in a non-equilibrium geometry.

Structure (ORCA input):
```
! wB97M-V def2-TZVPD RIJCOSX def2/J DEFGRID3
* xyz 0 1
C 0.64758 0.65702 -0.33373
C -0.59904 -0.70408 0.31544
Br 2.41658 0.15810 0.13499
I -2.54851 0.07238 0.07256
H 0.34447 1.61160 0.06219
H 0.51805 0.56497 -1.40955
H -0.35307 -0.73710 1.37164
H -0.42606 -1.62289 -0.21355
*
```

**LUMO energy**: 0.403 eV
**Frontier orbital gap**: 9.7185 eV

7.
Density functional theory data (the ωB97M-V functional and the def2-TZVPD basis) for the molecule C4H5N in a non-equilibrium geometry.

Structure (ORCA input):
```
! wB97M-V def2-TZVPD RIJCOSX def2/J DEFGRID3
* xyz 0 1
N -1.06251 0.21529 0.32780
C -0.54008 0.63839 -0.86187
C 0.73250 0.12579 -0.94464
C 0.93381 -0.70764 0.18222
C -0.16014 -0.58252 0.99077
H -1.94792 0.52304 0.68845
H -1.15952 1.18591 -1.56030
H 1.63111 0.66836 -1.19771
H 1.85761 -1.25784 0.33320
H -0.28487 -0.80878 2.04209
*
```

**SMILES**: c1cc[nH]c1
**LUMO energy**: 1.064 eV
**Frontier orbital gap**: 9.3089 eV

8.
Density functional theory data (the ωB97M-V functional and the def2-TZVPD basis) for a structure of composition C16H16F7MoN3O9Sb in a non-equilibrium geometry.

Structure (ORCA input):
```
! wB97M-V def2-TZVPD RIJCOSX def2/J DEFGRID3
* xyz 2 4
Mo -0.33095 -0.85074 -0.03724
O -2.77983 -3.41514 -2.25510
C -1.83912 -2.80727 -1.61424
O -1.92724 -1.66001 -1.16244
C -0.56472 -3.55524 -1.40839
C -0.25965 -4.85143 -1.77932
C 0.99758 -5.33811 -1.44137
C 1.88991 -4.52335 -0.74917
C 1.49136 -3.24148 -0.42391
N 0.29386 -2.78038 -0.76174
C 2.22361 -2.18005 0.35586
O 3.43648 -2.28045 0.78213
O 1.60688 -1.13291 0.56456
H -3.58071 -2.86294 -2.33212
H -0.98531 -5.45789 -2.30382
H 1.27778 -6.34838 -1.70619
H 2.86472 -4.90041 -0.46828
H 3.83234 -3.15784 0.66472
C -3.58342 0.51040 1.40473
C -2.46768 1.37975 0.87920
C -1.92591 2.35401 1.90207
O -1.34519 0.53450 0.48950
H -4.46080 1.13650 1.57135
H -3.30755 0.03669 2.34621
H -3.85466 -0.26096 0.68320
H -2.75868 1.89292 -0.03694
H -1.47872 1.81921 2.73986
H -2.74599 2.96586 2.27912
H -1.18332 3.01487 1.45311
F 1.98031 6.85324 -2.12948
C 1.85555 5.73056 -1.52006
C 1.79481 4.54488 -2.26117
N 1.66158 3.39232 -1.64700
C 1.55589 2.11918 -2.39918
C 0.29444 1.37112 -1.92283
O -0.74475 1.98191 -1.92161
O 0.49513 0.12014 -1.62386
C 1.61635 3.27446 -0.18478
O 1.55305 2.19336 0.30742
N 1.67585 4.45794 0.49276
C 1.76298 5.74151 -0.04156
O 1.76985 6.74614 0.60010
H 1.83614 4.56918 -3.34384
H 2.48246 1.56068 -2.30191
H 1.38744 2.39135 -3.43985
H 1.64065 4.38433 1.50563
F -1.18096 -2.02004 1.44998
Sb -0.43162 -2.23067 3.33119
F 0.92117 -3.23057 2.43480
F 0.45146 -0.66198 2.75853
F -1.85480 -1.20358 3.93414
F 0.42341 -2.36975 4.95872
F -1.48147 -3.75543 3.32851
*
```

**LUMO energy (alpha / beta)**: -7.259 / -9.586 eV
**Frontier orbital gap (alpha / beta)**: 6.9778 / 6.7152 eV
**⟨S²⟩**: 3.78

9.
Density functional theory data (the ωB97M-V functional and the def2-TZVPD basis) for a cluster of 4 separate species, C3H12O4S2 in total in a non-equilibrium geometry.

Structure (ORCA input):
```
! wB97M-V def2-TZVPD RIJCOSX def2/J DEFGRID3
* xyz 0 1
C -0.89734 0.87665 -0.62353
C 0.38788 1.60774 -0.94540
O 0.86929 1.55354 -2.06054
C -1.52774 1.25130 0.70201
S -0.51210 0.84767 2.17314
S -0.00249 -1.09632 2.13427
H -1.61832 1.08047 -1.42589
H -0.70331 -0.17762 -0.67255
H 0.87087 2.26168 -0.17924
H -1.71953 2.36558 0.80382
H -2.49907 0.77530 0.76145
H 1.13312 -1.16346 1.42428
H -0.97631 -2.74183 -0.88163
H -2.03958 -2.14526 -1.83436
O -1.11451 -2.29596 -1.77209
H 0.84733 -0.16591 -2.87506
H 0.29979 -1.51557 -2.52482
O 1.09508 -1.07444 -2.70436
H 2.84884 0.10780 -0.44317
H 1.70641 -0.67359 -1.14535
O 1.93846 -0.23856 -0.30357
*
```

**SMILES**: O=CCCSS.O.O.O
**LUMO energy**: 0.220 eV
**Frontier orbital gap**: 9.2712 eV

10.
Density functional theory data (the ωB97M-V functional and the def2-TZVPD basis) for a cluster of 4 separate species, C5H18NO4S in total in a non-equilibrium geometry.

Structure (ORCA input):
```
! wB97M-V def2-TZVPD RIJCOSX def2/J DEFGRID3
* xyz -1 1
C -1.81310 1.05470 -0.38956
O -0.58028 1.52604 -0.96487
C -1.43639 0.20322 0.80786
C -0.03824 0.79882 1.41645
C 0.67430 -0.31980 2.16662
S 2.48374 -0.70545 1.59786
C 2.27286 -1.50729 -0.00705
N -2.47229 0.49069 1.78228
H -2.37927 1.96893 -0.11545
H -2.39591 0.29967 -1.14655
H -1.38881 -0.84234 0.80743
H 0.50704 1.24963 0.67082
H -0.29520 1.59606 2.11536
H 0.28240 -1.33704 2.21579
H 0.89215 -0.14297 3.36874
H 2.87990 -2.45749 -0.24379
H 1.19838 -1.81643 -0.12317
H 2.42553 -0.91416 -0.97087
H -3.36593 0.34645 1.49694
H -2.49789 1.47055 2.29028
H 0.44815 -0.19860 -2.93265
H 0.05870 0.75892 -1.41021
O 0.76950 -0.19111 -2.06788
H -1.17244 -2.17426 -1.01835
H -0.08028 -1.70393 -1.77445
O -0.86336 -2.28113 -1.90027
H 1.71145 2.27157 -1.49871
H 1.91679 0.76918 -2.15111
O 2.25851 1.78758 -2.02148
*
```

**LUMO energy**: 3.258 eV
**Frontier orbital gap**: 8.3801 eV

11.
Density functional theory data (the ωB97M-V functional and the def2-TZVPD basis) for a structure of composition C14H29BrCaCl5F5KMgN4O4P in a non-equilibrium geometry.

Structure (ORCA input):
```
! wB97M-V def2-TZVPD RIJCOSX def2/J DEFGRID3
* xyz 0 1
O -2.61954 -0.71371 -2.18327
P -3.55314 0.15620 -1.45824
C -3.87004 1.82449 -2.23256
C -4.47519 2.69553 -1.06864
N -3.49099 3.81040 -0.99293
C -2.35300 3.21589 -1.37835
N -1.21321 3.23084 -0.74171
C 0.05912 2.65792 -1.12136
F 0.28581 2.71920 -2.42312
F 0.96926 3.51538 -0.55504
C 0.37252 1.20531 -0.55738
F 1.54831 1.26041 0.09548
F -0.55186 0.82004 0.33236
F 0.48242 0.31491 -1.49743
N -2.62052 2.53533 -2.59124
H -3.10099 0.53018 -0.16927
H -4.81730 -0.45518 -1.30268
H -4.51048 1.60114 -3.07981
H -4.32902 2.18038 -0.11388
H -5.53698 2.97671 -1.13101
H -3.47027 4.34428 -0.13078
H -1.19855 3.74166 0.13937
H -2.91533 3.32925 -3.15992
O 0.99977 7.28017 -2.86682
C -0.05158 7.30799 -1.91389
C -0.80280 5.94416 -1.89310
O -1.76020 5.90152 -0.98868
H -0.86169 8.03163 -2.05830
H 0.26474 7.48815 -0.87470
H 0.06387 5.18150 -1.74625
H -1.10036 5.74182 -2.95796
Mg -7.46675 3.21477 -2.11086
C 3.26199 -2.58842 3.36361
C 2.41440 -2.23891 2.15635
N 2.18816 -3.32632 1.22178
C 1.61005 -2.84437 -0.02619
C 0.20619 -2.23625 -0.00915
C 1.59651 -4.56772 1.73852
C 0.24275 -4.47644 2.44391
H 4.22315 -3.00886 3.06568
H 3.44983 -1.68041 3.94473
H 2.77538 -3.30526 4.01909
H 2.93575 -1.44489 1.60850
H 1.46619 -1.80255 2.51618
H 1.62105 -3.66159 -0.75516
H 2.29622 -2.08984 -0.43271
H -0.56355 -3.00083 0.08425
H 0.01582 -1.73095 -0.96460
H 0.08156 -1.50662 0.79008
H 2.29727 -5.08723 2.45439
H 1.52510 -5.26135 0.89331
H 0.20740 -3.65056 3.15685
H 0.07285 -5.39763 3.00379
H -0.59081 -4.36405 1.74774
C 4.31810 -7.72025 0.90209
Cl 4.17462 -5.92004 0.78931
Cl 4.20916 -8.17586 2.55110
Cl 3.07279 -8.48022 -0.09463
H 5.29132 -8.03049 0.51333
Cl 3.19144 -5.88430 4.11028
K 5.80230 -5.86887 -0.88565
O -1.29578 3.92921 2.41550
H -0.44139 3.90129 2.87478
Ca 2.05522 5.42510 -2.83533
Br -0.63263 0.26918 -3.81292
Cl -1.45443 2.23807 2.18314
*
```

**LUMO energy**: -2.362 eV
**Frontier orbital gap**: 3.3826 eV

12.
Density functional theory data (the ωB97M-V functional and the def2-TZVPD basis) for a structure of composition C3H4N2O3 in a non-equilibrium geometry.

Structure (ORCA input):
```
! wB97M-V def2-TZVPD RIJCOSX def2/J DEFGRID3
* xyz 0 1
C -1.90524 -0.33950 -0.03541
C 0.45116 -0.65742 0.02380
C 1.01970 0.53857 -0.12227
H -2.84515 -1.00856 0.19680
H -1.60882 0.33844 0.87492
H -2.28722 0.25937 -0.96589
H 1.10430 2.42667 0.60536
N 1.37954 -1.60406 -0.03935
N 2.41947 0.43599 -0.20382
O -0.66762 -1.11675 -0.19975
O 2.56608 -0.97861 -0.01050
O 0.37380 1.70585 -0.12387
*
```

**LUMO energy**: -0.351 eV
**Frontier orbital gap**: 9.1289 eV

Results for E_tot: -246.78950 -285.30304 -576.45998 -975.53716 -310.88088 -2950.25915 -210.13427 -2467.89437 -1218.82827 -955.14509 -8263.70690 -451.72994 (in Eh, following the order of the records).